Record 1
Entry from OMol25: a molecular structure, C42H34Cl3GeN6O3P2SSe2Ti in a non-equilibrium geometry (ωB97M-V with the def2-TZVPD basis set).

Structure (XYZ):
```
95
Properties=species:S:1:pos:R:3
Ti -0.122 0.264 0.049
O -0.735 -0.924 -1.211
C -1.910 -1.549 -1.359
C -2.505 -1.608 -2.613
C -3.747 -2.204 -2.739
C -4.392 -2.768 -1.638
C -3.773 -2.745 -0.404
C -2.529 -2.130 -0.250
C -1.829 -2.198 1.023
N -0.747 -1.580 1.296
C -0.104 -1.887 2.574
C 1.316 -2.398 2.320
N 1.804 -1.705 1.152
C 2.489 -2.339 0.302
C 2.915 -1.754 -0.974
C 3.829 -2.442 -1.767
C 4.237 -1.939 -2.991
C 3.712 -0.733 -3.437
C 2.789 -0.034 -2.673
C 2.394 -0.543 -1.444
O 1.513 0.140 -0.696
H -1.998 -1.156 -3.454
H -4.224 -2.227 -3.710
H -5.366 -3.224 -1.752
H -4.247 -3.198 0.458
H -2.253 -2.879 1.765
H -0.687 -2.629 3.126
H -0.075 -0.971 3.159
H 1.326 -3.487 2.179
H 1.945 -2.160 3.180
H 2.770 -3.388 0.464
H 4.222 -3.386 -1.407
H 4.950 -2.483 -3.595
H 4.017 -0.329 -4.393
H 2.363 0.895 -3.023
Se -1.257 5.382 4.894
P -2.563 4.017 3.983
C -3.598 4.730 2.673
C -3.836 4.062 1.474
C -4.644 4.638 0.501
C -5.228 5.873 0.735
C -5.004 6.536 1.935
C -4.188 5.972 2.901
C -3.755 3.281 5.136
C -4.894 2.628 4.666
C -5.784 2.061 5.561
C -5.542 2.139 6.927
C -4.414 2.792 7.397
C -3.520 3.365 6.503
C -1.772 2.604 3.161
C -0.525 2.326 2.633
N -0.596 1.072 2.110
N -1.830 0.616 2.351
N -2.542 1.497 2.971
P 1.047 3.215 2.672
Se 2.668 2.200 1.672
C 1.520 3.273 4.408
C 2.140 4.388 4.957
C 2.520 4.375 6.289
C 2.282 3.253 7.070
C 1.672 2.136 6.518
C 1.296 2.141 5.185
C 0.844 4.843 1.957
C 1.964 5.659 1.802
C 1.818 6.920 1.249
C 0.569 7.357 0.827
C -0.539 6.533 0.949
C -0.399 5.277 1.515
H -3.395 3.090 1.296
H -4.803 4.119 -0.435
H -5.859 6.323 -0.022
H -5.458 7.502 2.114
H -3.984 6.499 3.825
H -5.085 2.564 3.604
H -6.667 1.556 5.192
H -6.240 1.693 7.625
H -4.229 2.863 8.461
H -2.642 3.890 6.856
H 2.293 5.279 4.362
H 2.989 5.249 6.721
H 2.568 3.251 8.114
H 1.483 1.261 7.126
H 0.813 1.272 4.755
H 2.945 5.300 2.085
H 2.685 7.555 1.128
H 0.465 8.339 0.384
H -1.511 6.856 0.601
H -1.258 4.626 1.580
O 1.510 4.204 -0.953
S 1.522 2.772 -0.736
N 0.103 2.285 -0.195
Cl -0.415 1.703 -3.222
Ge -1.323 2.908 -1.573
Cl -3.006 3.859 -2.714
Cl -2.569 1.303 -0.555
```

Calculated total energy in Ha: -12366.0918
ΔE to the lowest compared entry with this formula, charge and spin in kJ/mol: 155.3
E_LUMO (spin up / spin down) in eV: -0.92 / -1.50
Multiplicity: 2
Largest force on an atom in eV Å⁻¹: 1.38
Expectation value of S²: 0.755


Record 2
Entry from OMol25: 2 unconnected molecules or ions with the total composition C9H14 in a non-equilibrium geometry (ωB97M-V with the def2-TZVPD basis set).

Structure (XYZ):
```
23
Properties=species:S:1:pos:R:3
C -1.260 0.347 0.483
C -0.032 -3.793 0.864
C -0.947 -3.348 -0.103
C 0.516 -2.769 1.712
C -1.211 -1.959 -0.312
C 0.160 -1.418 1.510
C -0.805 -1.032 0.578
H 0.171 -4.846 0.956
H -1.302 -4.097 -0.827
H 1.339 -2.986 2.436
H -1.896 -1.747 -1.188
H 0.658 -0.694 2.215
H -0.931 1.038 -0.483
H -0.950 1.050 1.367
H -2.355 0.331 0.503
C 1.041 2.542 -0.954
C 1.257 3.966 -1.500
H 1.459 1.665 -1.560
H 1.351 2.517 0.022
H -0.058 2.353 -0.738
H 1.211 4.014 -2.595
H 0.388 4.463 -1.045
H 2.194 4.403 -1.341
```

Calculated total energy in Ha: -351.2687
ΔE to the lowest compared entry with this formula, charge and spin in kJ/mol: 161.4
E_LUMO in eV: 1.01
Largest force on an atom in eV Å⁻¹: 4.63
SMILES: Cc1ccccc1.CC


Record 3
Entry from OMol25: a molecular structure, C30H41Cl3MnN9S (ωB97M-V with the def2-TZVPD basis set).

Structure (XYZ):
```
85
Properties=species:S:1:pos:R:3
Mn -1.385 1.308 1.443
C -4.750 1.040 -2.988
C -3.780 0.092 -2.692
C -3.309 -0.045 -1.393
C -3.796 0.770 -0.373
C -4.787 1.705 -0.675
C -5.259 1.837 -1.972
N -3.218 0.710 0.910
C -3.922 0.241 1.955
C -5.204 -0.371 1.898
C -5.792 -0.831 3.045
C -5.172 -0.718 4.311
C -3.945 -0.124 4.407
C -3.323 0.361 3.243
N -2.092 0.970 3.203
N -1.422 1.159 4.273
C -0.189 1.744 3.980
C 0.676 2.057 5.026
C 1.890 2.638 4.735
C 2.222 2.892 3.405
C 1.316 2.548 2.424
N 0.131 1.986 2.690
H -5.116 1.148 -4.000
H -3.395 -0.551 -3.474
H -2.567 -0.799 -1.149
H -5.192 2.319 0.122
H -6.028 2.567 -2.191
H -5.702 -0.478 0.944
H -6.766 -1.300 2.979
H -5.670 -1.099 5.192
H -3.436 -0.012 5.355
H 0.365 1.834 6.036
H 2.577 2.895 5.529
H 3.166 3.338 3.133
H 1.548 2.708 1.379
N -1.982 3.289 1.152
C -1.204 3.859 0.032
C -1.115 2.820 -1.066
N -0.604 1.565 -0.490
H -2.974 3.285 0.927
H -1.869 3.863 1.981
H -0.209 4.094 0.414
H -1.644 4.783 -0.348
H -0.497 3.185 -1.889
H -2.114 2.620 -1.460
H 0.417 1.549 -0.428
H -0.859 0.785 -1.089
Cl -1.782 -3.542 3.415
C -0.731 -3.199 2.043
Cl -1.280 -4.063 0.598
Cl 0.952 -3.618 2.412
C -0.791 -1.764 1.766
N -0.840 -0.642 1.548
C 4.953 0.706 -3.719
C 4.263 -0.032 -4.864
C 2.750 -0.205 -4.723
C 2.306 -1.144 -3.608
N 2.414 -0.471 -2.314
C 2.216 -0.889 -1.058
S 2.359 0.236 0.213
N 1.881 -2.157 -0.750
C 2.125 -3.396 -1.489
C 3.595 -3.791 -1.592
C 4.275 -4.108 -0.257
C 4.795 -2.891 0.504
H 5.996 0.898 -3.964
H 4.939 0.137 -2.789
H 4.480 1.674 -3.533
H 4.719 -1.018 -4.991
H 4.451 0.507 -5.795
H 2.358 -0.608 -5.659
H 2.266 0.769 -4.588
H 2.929 -2.038 -3.632
H 1.269 -1.448 -3.771
H 2.701 0.495 -2.348
H 1.836 -2.273 0.252
H 1.665 -3.337 -2.472
H 1.580 -4.171 -0.947
H 4.156 -3.002 -2.104
H 3.637 -4.670 -2.240
H 5.116 -4.775 -0.453
H 3.584 -4.682 0.370
H 5.465 -2.303 -0.127
H 5.362 -3.201 1.382
H 4.006 -2.218 0.841
```

Calculated total energy in Ha: -4590.1853
ΔE to the lowest compared entry with this formula, charge and spin in kJ/mol: 0.0
E_LUMO (spin up / spin down) in eV: -3.18 / -3.14
Multiplicity: 2
Net charge: +1
Largest force on an atom in eV Å⁻¹: 0.31
Expectation value of S²: 0.777


Record 4
Entry from OMol25: a gas-phase ion, C5H10NO2 (charge +1) in a non-equilibrium geometry (ωB97M-V with the def2-TZVPD basis set).

Structure (XYZ):
```
18
Properties=species:S:1:pos:R:3
O 0.284 2.560 -1.197
C 0.538 1.641 -0.251
C -0.642 0.685 -0.146
N -0.316 -0.509 -1.095
C 0.308 -1.612 -0.280
C 0.368 -1.077 1.155
C -0.747 -0.043 1.198
O 1.560 1.572 0.360
H 1.062 3.138 -1.296
H -1.564 1.130 -0.495
H -1.197 -0.781 -1.531
H 0.260 -0.162 -1.865
H -0.287 -2.510 -0.389
H 1.301 -1.802 -0.671
H 0.174 -1.852 1.895
H 1.325 -0.615 1.343
H -0.676 0.685 1.998
H -1.750 -0.447 1.266
```

Calculated total energy in Ha: -401.5250
ΔE to the lowest compared entry with this formula, charge and spin in kJ/mol: 0.0
E_LUMO in eV: -3.55
Net charge: +1
Largest force on an atom in eV Å⁻¹: 1.31
SMILES: O=C(O)[C@@H]1CCC[NH2+]1


Record 5
Entry from OMol25: a molecular structure, CH6NO2PS2 in a non-equilibrium geometry (ωB97M-V with the def2-TZVPD basis set).

Structure (XYZ):
```
13
Properties=species:S:1:pos:R:3
C 1.298 0.691 1.072
N -0.427 -2.286 -0.517
O -0.133 0.343 1.251
O -0.229 -1.241 -1.231
P -1.138 0.301 -0.004
S -2.910 -0.261 0.652
S -1.028 2.203 -0.931
H 1.424 1.728 0.767
H 1.826 0.033 0.349
H 1.448 0.537 2.177
H -1.320 -2.586 -0.286
H 0.185 -2.399 0.270
H -1.587 1.886 -2.129
```

Calculated total energy in Ha: -1384.5853
ΔE to the lowest compared entry with this formula, charge and spin in kJ/mol: 144.6
E_LUMO (spin up / spin down) in eV: -0.44 / -0.45
Largest force on an atom in eV Å⁻¹: 4.76


Record 6
Entry from OMol25: a molecular structure, C31H12BF15GeN5NbO4S in a non-equilibrium geometry (ωB97M-V with the def2-TZVPD basis set).

Structure (XYZ):
```
71
Properties=species:S:1:pos:R:3
Nb 2.951 1.268 -0.046
O 2.911 3.767 4.337
C 2.922 2.683 3.524
O 3.555 1.677 3.790
C 1.795 2.872 2.494
C 0.807 3.846 2.736
C -0.429 3.636 2.156
C -0.710 2.392 1.528
C 0.380 1.555 1.137
N 1.603 1.857 1.615
C 0.271 0.407 0.139
O -0.823 -0.061 -0.197
O 1.496 -0.067 -0.291
H 3.463 3.694 5.110
H 1.043 4.732 3.278
H -1.192 4.346 2.150
H -1.755 2.061 1.395
B 5.450 0.083 1.078
N 5.699 1.546 1.195
C 6.830 2.271 1.343
C 6.496 3.611 1.136
C 5.135 3.652 0.832
N 4.661 2.408 0.885
N 5.378 -0.352 -0.365
C 6.126 -1.114 -1.172
C 5.382 -1.204 -2.465
C 4.197 -0.600 -2.246
N 4.195 -0.001 -1.020
H 6.285 -0.592 1.698
H 4.444 -0.105 1.648
H 7.745 1.755 1.682
H 7.170 4.458 1.115
H 4.431 4.388 0.477
H 7.044 -1.498 -0.846
H 5.686 -1.686 -3.381
H 3.386 -0.408 -2.934
F -0.768 -2.623 0.980
C -1.165 -3.220 -0.145
C -2.145 -2.644 -0.939
C -2.749 -3.402 -1.907
F -3.916 -3.032 -2.444
C -2.117 -4.492 -2.425
F -2.595 -5.170 -3.441
C -1.077 -5.111 -1.658
F -0.447 -6.148 -2.167
C -0.665 -4.458 -0.510
F 0.290 -5.090 0.274
Ge -3.175 -1.066 -0.281
S 2.363 2.638 -1.618
C -3.379 0.207 -1.905
C -4.161 1.357 -1.561
F -4.703 1.552 -0.335
C -4.323 2.423 -2.406
F -5.112 3.515 -2.171
C -3.759 2.289 -3.690
F -3.748 3.455 -4.447
C -3.097 1.185 -4.128
F -2.639 1.154 -5.377
C -2.813 0.174 -3.159
F -1.928 -0.765 -3.537
C -4.784 -2.124 0.573
C -4.565 -2.833 1.754
F -3.274 -3.102 2.157
C -5.609 -3.209 2.559
F -5.404 -3.990 3.638
C -6.910 -3.005 2.084
F -7.882 -3.718 2.677
C -7.141 -2.406 0.828
F -8.360 -2.269 0.256
C -6.049 -1.898 0.108
F -6.226 -1.452 -1.152
```

Calculated total energy in Ha: -5817.5400
ΔE to the lowest compared entry with this formula, charge and spin in kJ/mol: 254.5
E_LUMO in eV: -8.85
Net charge: +2
Largest force on an atom in eV Å⁻¹: 4.36


Record 7
Entry from OMol25: 5 unconnected molecules or ions with the total composition C11H32O5 in a non-equilibrium geometry (ωB97M-V with the def2-TZVPD basis set).

Structure (XYZ):
```
48
Properties=species:S:1:pos:R:3
C -18.623 19.369 10.376
C -19.037 17.812 10.406
C -17.981 16.959 9.688
O -18.962 17.385 11.724
H -19.372 20.037 10.800
H -18.494 19.656 9.332
H -17.676 19.518 10.895
H -20.018 17.573 9.997
H -17.079 16.830 10.286
H -17.767 17.482 8.756
H -18.319 16.001 9.294
H -19.393 16.533 11.834
C -12.993 13.546 15.173
C -12.885 13.656 16.742
C -13.572 12.593 17.462
O -11.570 13.893 17.153
H -12.458 14.382 14.724
H -14.060 13.470 14.963
H -12.554 12.575 14.942
H -13.401 14.609 16.861
H -13.168 12.596 18.475
H -13.561 11.638 16.938
H -14.646 12.701 17.618
H -11.060 13.086 17.050
C -26.938 4.780 9.312
C -25.764 5.452 8.628
C -25.804 5.430 7.096
O -25.550 6.749 9.033
H -27.781 5.470 9.277
H -26.660 4.403 10.296
H -27.291 3.866 8.835
H -24.813 4.965 8.844
H -25.928 4.400 6.761
H -24.896 5.949 6.788
H -26.718 5.945 6.802
H -24.796 7.009 8.500
C -18.994 8.951 6.255
O -20.367 9.271 6.628
H -18.451 9.794 5.827
H -18.327 8.593 7.039
H -18.857 8.234 5.446
H -20.881 9.578 5.877
C -19.273 11.301 12.567
O -20.199 11.939 11.780
H -19.560 10.266 12.754
H -18.298 11.193 12.092
H -19.013 11.699 13.547
H -20.365 11.440 10.977
```

Calculated total energy in Ha: -814.3767
ΔE to the lowest compared entry with this formula, charge and spin in kJ/mol: 199.8
E_LUMO in eV: 0.38
Largest force on an atom in eV Å⁻¹: 3.93
SMILES: CC(C)O.CC(C)O.CC(C)O.CO.CO


Record 8
Entry from OMol25: 2 unconnected molecules or ions with the total composition C3H5F2O4S in a non-equilibrium geometry (ωB97M-V with the def2-TZVPD basis set).

Structure (XYZ):
```
15
Properties=species:S:1:pos:R:3
C -1.971 -0.024 0.901
C 2.121 0.828 -1.205
C -0.548 -0.208 1.561
O -0.405 0.249 -1.763
O 1.545 -0.719 -2.901
O 0.947 -1.444 -0.607
O 2.987 0.589 -0.427
F -0.145 0.814 2.357
F -0.650 -1.227 2.476
S 0.905 -0.362 -1.599
H -2.518 0.951 1.295
H -1.805 0.087 -0.235
H -2.606 -0.837 1.132
H 2.004 1.780 -1.702
H 0.140 -0.476 0.718
```

Calculated total energy in Ha: -1016.2410
E_LUMO in eV: 3.82
Net charge: -1
Largest force on an atom in eV Å⁻¹: 3.98


Record 9
Entry from OMol25: a gas-phase ion, C4H6FN2 (charge +1) in a non-equilibrium geometry (ωB97M-V with the def2-TZVPD basis set).

Structure (XYZ):
```
13
Properties=species:S:1:pos:R:3
C 0.212 -1.852 -0.005
C 2.530 -0.110 0.007
C -0.469 -0.496 -0.412
C 0.168 0.680 0.360
N 1.318 -2.272 0.276
N 1.675 0.843 0.201
F 3.741 0.081 -0.241
H -0.373 -2.704 0.122
H -0.393 -0.497 -1.462
H -1.482 -0.720 -0.104
H -0.276 1.546 -0.099
H -0.086 0.792 1.485
H 1.815 1.853 0.265
```

Calculated total energy in Ha: -364.9502
ΔE to the lowest compared entry with this formula, charge and spin in kJ/mol: 461.9
E_LUMO (spin up / spin down) in eV: -5.87 / -6.65
Net charge: +1
Largest force on an atom in eV Å⁻¹: 3.85


Record 10
Entry from OMol25: C3H9N3 in the gas phase in a non-equilibrium geometry (ωB97M-V with the def2-TZVPD basis set).

Structure (XYZ):
```
15
Properties=species:S:1:pos:R:3
C 0.976 1.883 1.745
C 0.293 0.329 0.173
C -0.452 -0.860 -1.835
H 1.956 1.746 2.250
H 1.175 2.603 0.875
H 0.161 2.345 2.386
H 0.427 1.085 -0.713
H -1.539 -0.724 -2.031
H -0.056 -1.832 -2.380
H 0.146 -0.009 -2.253
H -0.605 -2.810 0.118
H -1.913 -1.611 0.281
N 0.513 0.507 1.456
N -0.183 -0.860 -0.415
N -0.900 -1.792 0.343
```

Calculated total energy in Ha: -283.8847
ΔE to the lowest compared entry with this formula, charge and spin in kJ/mol: 258.3
E_LUMO in eV: 0.87
Largest force on an atom in eV Å⁻¹: 4.13
SMILES: C/N=C/N(C)N


Record 11
Entry from OMol25: a gas-phase ion, C5H6N (charge +1) in a non-equilibrium geometry (ωB97M-V with the def2-TZVPD basis set).

Structure (XYZ):
```
12
Properties=species:S:1:pos:R:3
C -1.306 0.053 0.349
C -0.175 0.785 0.103
C 1.530 -0.942 0.347
C 0.019 2.087 -0.085
C -1.492 -1.157 -0.014
N 0.586 -0.434 -0.236
H 1.739 -1.831 -0.294
H 2.260 -0.729 1.082
H 0.813 2.558 -0.765
H -0.687 2.749 0.280
H -2.310 -1.794 0.226
H -0.975 -1.344 -0.993
```

Calculated total energy in Ha: -248.3433
ΔE to the lowest compared entry with this formula, charge and spin in kJ/mol: 715.3
E_LUMO (spin up / spin down) in eV: -7.50 / -6.84
Net charge: +1
Largest force on an atom in eV Å⁻¹: 4.30


Record 12
Entry from OMol25: a molecular structure, C16H31MgNOP2 in a non-equilibrium geometry (ωB97M-V with the def2-TZVPD basis set).

Structure (XYZ):
```
52
Properties=species:S:1:pos:R:3
P 0.335 -2.246 0.000
P 0.056 -0.006 -1.305
C 0.839 -2.624 -1.723
C 1.014 -1.255 -2.382
H 0.007 -3.185 -2.175
H 1.746 -3.227 -1.641
H 2.068 -0.927 -2.434
H 0.631 -1.179 -3.406
C -1.753 0.165 -1.287
H -1.956 1.145 -0.821
H -2.341 -0.544 -0.677
H -2.100 0.142 -2.321
C 0.383 1.326 -2.541
H -0.066 0.984 -3.477
H 1.452 1.452 -2.727
H -0.037 2.288 -2.244
C -2.629 -4.002 -2.076
H -3.106 -4.793 -1.480
H -1.958 -4.459 -2.823
H -3.441 -3.496 -2.619
C 2.033 -1.848 0.627
H 2.007 -1.118 1.451
H 2.771 -1.501 -0.098
H 2.348 -2.832 1.049
Mg -1.805 -2.410 -0.823
C 1.347 4.213 2.221
C 0.126 3.903 2.658
C -0.812 2.878 2.102
C -0.335 1.386 2.093
C 0.962 1.114 1.456
C 1.370 1.538 0.211
C 1.333 3.008 -0.055
C 2.133 3.683 1.069
C -0.300 -3.757 0.665
H 1.916 4.942 2.787
H -0.245 4.420 3.545
H -1.123 3.176 1.088
H -1.724 2.923 2.707
H -0.243 1.043 3.133
H -1.089 0.759 1.578
H 1.723 0.700 2.107
H 2.169 0.978 -0.269
H 0.306 3.367 -0.073
H 1.783 3.239 -1.029
H 2.893 2.972 1.439
H 2.718 4.493 0.634
H -0.443 -3.495 1.713
H 0.564 -4.375 0.475
H -1.206 -4.339 0.372
O -3.874 -1.199 2.834
C -3.453 -1.530 1.769
N -2.994 -1.888 0.721
```

Calculated total energy in Ha: -1640.8479
ΔE to the lowest compared entry with this formula, charge and spin in kJ/mol: 278.3
E_LUMO (spin up / spin down) in eV: 0.32 / 0.32
Largest force on an atom in eV Å⁻¹: 3.19